The following is a DFT calculation (the ωB97M-V functional and the def2-TZVPD basis) of C2H14BrO6Pt as an isolated structure at a distorted geometry.

Last column: Löwdin spin population.
Positions of all 24 atoms, in Å:
1 H 3.1548 -2.4509 -2.0006  0.000
2 O -0.9912 -1.5147 2.7388  -0.003
3 H -5.5925 1.0129 1.3769  0.000
4 H 2.4881 0.4179 -2.5867  0.000
5 H 3.7404 1.4256 -1.8844  0.000
6 H -1.5633 4.1098 2.9737  0.000
7 O 3.3210 -1.8432 -1.2762  0.000
8 H 4.7822 -0.6730 -0.8716  0.000
9 H -1.3305 -1.4649 3.6325  0.000
10 H -0.7315 -2.4297 2.6313  0.000
11 H -2.0046 2.8527 3.6926  0.000
12 H 3.0076 1.0578 -0.0236  0.000
13 C 4.1159 -0.7585 -1.7300  0.000
14 Pt -1.7570 0.8132 0.2027  0.986
15 Br -3.2764 3.3081 -2.4802  0.999
16 O -1.8082 3.1971 2.8214  0.005
17 O -4.8939 0.4081 1.6266  0.006
18 O 2.3780 0.6510 -0.6233  0.001
19 H -5.3521 -0.3670 1.9515  0.000
20 H 4.8059 -0.8978 -2.5622  0.000
21 H -2.5641 -2.8029 -1.7773  0.000
22 C 3.1707 0.5074 -1.7416  0.000
23 O -1.9228 -2.0931 -1.8106  0.006
24 H -1.1764 -2.4658 -2.2799  0.000

Cartesian forces (eV/Å) of the 2 atoms listed first:
H -0.0667 -0.0721 -0.0606
O -0.1112 0.3887 -0.3473

E_HOMO (alpha / beta)	-12.11 / -12.11	eV
net charge	+1
relative energy (zero: lowest compared OMol25 entry of this formula, charge and spin)	0.00	kcal per mole
spin multiplicity	3
HOMO-LUMO gap (alpha / beta)	5.809 / 5.460	eV


The following is a DFT calculation (the ωB97M-V functional and the def2-TZVPD basis) of C2H14CaO7 as an isolated structure at a distorted geometry.

Last column: natural (NBO) charge in e.
Positions of all 24 atoms, in Å:
1 O -16.2469 -19.1278 -5.7238  -0.972
2 H -15.6884 -18.8713 -1.9046  0.480
3 H -17.1312 -18.7168 -5.5204  0.509
4 H -12.6325 -19.6900 -2.3120  0.453
5 O -14.7368 -21.0101 -3.8177  -0.957
6 H -15.6981 -21.0434 -3.7403  0.486
7 O -14.3469 -16.5376 -4.7052  -1.088
8 C -13.7405 -15.9254 -5.7801  -0.076
9 Ca -14.1388 -18.8103 -4.7183  1.772
10 H -16.4564 -19.8751 -6.2584  0.481
11 H -14.4301 -21.4232 -3.0081  0.486
12 H -13.0493 -15.2899 -5.2972  0.133
13 O -13.2499 -20.5806 -6.2689  -0.932
14 H -13.6312 -20.6796 -7.1530  0.476
15 C -12.9172 -16.9168 -6.6222  -0.109
16 O -12.2486 -17.8209 -5.7255  -1.056
17 H -15.4200 -17.4300 -2.4988  0.525
18 H -14.5565 -15.2892 -6.2620  0.110
19 H -12.1217 -18.4846 -2.8944  0.500
20 H -13.4410 -17.5548 -7.2662  0.092
21 O -15.3846 -18.3697 -2.6907  -0.991
22 H -13.1162 -21.4904 -6.0475  0.474
23 O -12.3437 -19.3668 -3.1194  -0.934
24 H -12.2616 -16.4244 -7.2823  0.138

Cartesian forces (eV/Å) of the 2 atoms listed first:
O -1.7277 0.9312 0.7656
H 0.2803 0.8089 -0.6947

E_HOMO	-5.54	eV
relative energy (zero: lowest compared OMol25 entry of this formula, charge and spin)	2.73	kcal per mole
HOMO-LUMO gap	4.604	eV


Q: Which formula does entry 2 have?
A: C2H14CaO7


Q: Look up the relative energy (zero: lowest compared OMol25 entry of this formula, charge and spin) of the first one.
A: 0.00 kcal per mole